DFT (ωB97M-V with the def2-TZVPD basis set) results for a structure of composition C66H165In2N11NaO34P3 in a non-equilibrium geometry.

XYZ file:
```
282
Properties=species:S:1:pos:R:3:forces:R:3
N 6.695 -1.674 0.567 -0.4 1.2 -0.2
O 3.800 2.606 -3.782 0.5 0.3 -0.6
H -1.773 2.409 -8.970 1.1 0.0 0.7
O -4.304 4.672 3.894 1.1 0.7 -0.8
H -4.079 4.687 5.937 0.0 0.0 0.3
C -6.715 3.916 0.420 0.8 1.3 -2.9
H -6.655 -7.640 -2.341 0.1 -0.1 0.4
H -1.636 3.094 5.810 0.2 0.0 0.5
H -4.203 5.339 -0.254 0.3 -0.2 -0.1
H 1.650 -3.028 -3.569 0.4 -0.6 -0.4
H 2.637 6.897 -3.796 -0.2 -0.9 -0.4
O 0.688 8.168 -1.487 -2.0 2.3 0.3
H 0.758 -1.747 1.483 -0.3 -0.3 -1.1
O -3.829 -0.013 -0.493 -0.4 2.3 2.3
H 4.024 6.412 2.855 -0.3 -0.2 -0.1
H 3.477 0.964 2.093 -0.3 -0.1 -0.1
H 2.992 -4.660 -1.168 0.4 0.4 -0.1
H -0.673 4.628 4.566 -0.2 0.0 0.6
O 5.496 5.579 1.570 -0.3 -0.8 1.6
C 0.907 4.943 -3.744 -2.2 1.2 -1.8
H 7.627 -1.901 0.252 0.3 0.7 -0.4
H 5.060 -3.237 8.193 0.2 0.7 0.4
H 4.972 -5.715 -1.704 -0.4 -0.5 -0.2
H 1.369 1.100 6.252 0.0 -0.3 -0.4
H -6.023 2.559 1.661 0.3 -1.4 -0.3
H 8.169 1.737 -1.724 -0.3 -0.2 -0.2
H 10.171 -4.352 0.863 0.3 -0.6 0.5
H 0.055 3.509 -0.490 -0.2 -0.4 -0.1
C 6.095 -5.236 -3.467 -0.8 -0.4 0.4
O 0.041 -1.017 0.031 0.4 1.0 0.0
H -1.572 -1.373 -7.136 0.3 0.5 -0.5
H 0.683 -0.698 -6.480 0.4 0.1 -0.1
H -6.552 -7.112 -6.800 -0.1 0.6 -0.8
H 1.221 10.210 -1.722 0.6 -0.1 -0.8
H 4.479 0.564 -3.401 -0.6 0.1 0.1
H -7.926 -8.565 -5.413 0.3 -0.6 -0.9
H -4.565 -4.418 -5.603 0.4 0.2 -0.2
O -5.188 -1.514 -2.028 2.1 1.1 1.3
H -1.294 5.410 -7.101 0.7 1.1 -1.0
C -5.498 3.882 3.959 0.6 -0.8 -0.7
N -2.617 -0.521 -5.585 0.1 -0.5 -0.7
H 8.092 -3.574 -4.312 0.0 0.1 0.3
H -5.642 -9.069 -2.647 0.4 0.3 -0.7
H 0.393 5.737 -6.416 0.1 -0.1 -0.3
H 5.755 -0.485 1.926 -0.1 0.5 0.2
C 1.506 -3.702 1.493 -1.8 0.9 -0.2
H -3.960 -5.735 -1.144 0.2 -0.3 -0.5
H 4.987 -4.043 -2.076 0.5 0.4 0.3
O -4.286 -4.279 -3.548 -0.2 -1.8 -0.8
C -3.796 5.288 5.073 -2.2 -0.1 0.0
H 1.025 4.683 0.116 0.4 0.2 1.2
H -1.583 4.977 3.112 -0.4 -0.1 0.0
H 2.686 8.226 -1.806 0.4 0.8 -0.5
H 2.222 -3.270 0.794 -0.1 -0.7 -0.8
C 8.522 1.875 -0.702 -0.3 1.8 -0.2
C -2.896 -4.636 -3.515 -0.4 0.5 -1.6
O -5.726 0.798 1.619 -0.2 1.1 -0.8
C 1.879 -0.776 6.962 1.6 0.2 -0.8
C -3.290 5.752 0.176 0.6 0.4 -0.8
H 3.627 -2.589 2.787 0.5 0.3 -0.2
H 3.633 4.331 -2.501 -0.6 0.1 -1.0
H -3.009 6.673 -0.335 0.0 0.0 -0.7
O -6.365 -7.913 -4.317 1.5 0.0 -0.4
C 7.075 -3.182 -4.335 -1.2 -1.0 1.1
H -2.586 0.120 7.740 -0.5 -0.1 -0.1
C 2.670 -4.596 -2.208 -3.9 0.3 -1.3
O -1.870 3.106 3.842 -0.1 0.4 -2.2
O -5.097 -1.726 1.712 1.3 -0.2 0.3
H 6.740 -2.683 -3.425 0.6 -0.2 0.6
O 3.140 -2.312 -2.394 0.5 1.6 -0.2
H 7.042 -2.334 -5.019 -0.6 -0.8 -1.0
C -6.423 4.123 2.710 0.2 1.3 1.8
O -2.214 4.801 0.072 -4.8 -1.6 1.5
H -2.798 -5.722 -3.506 0.2 -0.2 0.7
H -5.278 -3.818 4.919 -0.1 0.7 0.3
N 0.906 -2.486 2.155 0.8 -1.1 1.9
H -4.684 -5.925 3.030 0.1 0.0 0.6
O -0.922 0.418 1.878 -0.2 -1.4 0.9
O -0.929 -4.595 1.578 0.6 -1.0 1.2
H 0.641 3.024 3.254 0.6 0.0 0.2
C -4.395 2.452 -2.194 0.1 0.8 -1.4
H 7.417 -0.750 2.302 0.5 0.5 0.2
H 6.611 -3.915 -0.674 0.0 0.2 0.0
H 3.959 -4.481 8.539 -0.5 0.0 0.3
N 2.009 0.728 6.939 -0.9 -1.0 1.4
N 3.174 3.354 -0.346 -1.7 -0.5 -0.9
H -0.946 -6.661 1.701 0.5 -0.2 -0.5
O -1.126 4.734 -5.434 1.3 -1.0 3.0
H -5.528 -4.255 0.678 -0.3 0.1 0.1
H -8.113 -4.800 -5.929 0.2 0.3 0.3
C -1.397 -1.155 -6.083 -1.1 1.2 -0.3
H 1.227 4.639 -2.747 -0.1 -0.8 -0.2
C 1.661 7.274 -3.490 -1.1 0.0 0.7
C -3.163 0.625 -7.728 0.4 0.7 0.3
C 6.350 -2.920 1.233 1.9 -0.9 -0.6
C 1.757 -1.809 3.193 -2.6 -0.8 -0.4
H 2.047 -1.133 5.946 -0.1 0.3 -0.3
C 9.227 -4.075 1.333 0.6 -0.2 -2.3
H -0.229 -2.055 5.611 0.0 -0.6 -0.3
C -5.042 -4.956 2.681 2.3 0.5 -0.9
H 5.268 3.131 -0.138 0.0 -0.3 0.0
O -3.642 -4.903 0.653 -0.2 -1.0 1.2
H -2.806 1.587 -5.790 0.3 0.4 -0.1
H -0.943 1.656 5.059 0.2 -0.1 -0.4
H 0.129 3.257 -4.905 0.2 -0.3 0.4
H 4.292 -1.064 -1.396 0.0 0.1 0.5
H -2.704 1.878 5.176 0.1 -0.3 -0.3
C 3.229 2.515 -1.553 1.9 1.2 1.8
H -0.106 9.667 -2.865 0.0 -0.1 0.2
H -0.084 -5.889 3.019 -0.2 0.2 0.3
H -2.800 1.223 8.980 1.0 1.1 0.3
C 0.305 0.976 8.901 -1.1 -0.6 -0.5
C 7.041 -3.998 0.325 -1.0 -1.0 0.6
O 3.867 -0.613 3.412 0.5 -0.6 0.3
O -0.800 0.794 7.975 -0.5 0.1 2.5
H -7.789 3.945 0.606 -0.6 -1.2 -0.2
H -5.433 -5.997 0.848 0.2 -0.3 -0.2
H 1.208 -2.762 -1.958 -0.2 -0.7 0.7
H 4.263 3.191 1.319 0.6 0.1 0.4
C -0.304 4.105 -4.375 0.9 -0.1 -0.3
H -2.726 3.773 -8.792 -0.8 0.1 0.4
H 1.216 1.338 -4.210 0.1 0.1 0.2
C 3.463 0.723 3.156 -0.5 0.1 0.2
H -2.488 -4.351 -4.485 0.2 0.1 -0.5
O 3.032 -2.790 7.829 0.9 0.4 -0.3
C 2.024 -3.169 -2.555 1.6 -0.4 1.6
H -6.049 -4.760 3.049 -0.2 -0.1 -0.2
C -6.235 3.169 -0.861 -0.7 -1.0 -0.6
H 5.647 1.873 -3.645 0.5 -0.4 0.4
H 9.579 2.134 -0.768 0.2 -0.3 0.2
H 0.442 0.046 9.452 0.1 -0.3 -0.1
H 1.715 4.913 -4.474 0.4 -0.4 0.2
C 3.118 -1.632 2.672 1.2 2.0 0.7
H 1.654 8.239 -3.996 -0.9 0.0 -0.6
H 5.296 5.468 -0.450 0.2 0.0 0.0
C -3.316 -5.895 -0.279 0.5 0.8 -0.6
C 4.674 1.486 -3.949 1.3 1.4 0.0
H -0.895 6.175 0.396 0.6 0.7 -0.1
O 8.269 0.839 0.146 -0.5 -1.9 0.6
H -6.400 3.761 -1.762 -0.4 0.4 0.0
H -0.105 -3.977 -0.041 0.8 0.4 -0.3
H -6.634 -3.698 -4.540 0.2 0.1 -0.3
P -0.003 0.474 0.582 -2.4 -0.6 0.2
N 3.636 -4.986 -3.241 0.0 0.1 1.1
C -4.962 -5.060 1.146 -0.9 1.4 0.2
H -8.389 -7.374 -4.469 0.2 1.0 0.8
N -5.944 3.554 1.505 1.9 -0.1 1.5
C -4.250 -3.747 4.565 3.2 0.7 1.7
H -3.671 -0.197 -8.233 -0.9 0.2 0.5
O -2.001 -2.720 4.677 0.5 -0.1 0.2
C 3.120 -1.360 7.734 -2.0 0.5 0.3
In -2.376 -1.950 1.440 -1.9 2.3 -1.1
C 0.355 9.567 -1.882 1.0 -1.6 1.8
H -0.447 6.620 -3.883 0.6 0.1 -0.1
C -0.968 -5.813 2.385 0.3 0.0 -1.3
H -4.593 -5.990 -4.902 0.1 -0.3 0.8
H -6.936 -5.271 -3.908 0.6 -0.1 0.7
H 2.488 0.937 3.594 -0.5 -0.2 -0.5
H 2.116 6.742 -1.445 -0.8 -0.6 0.1
C -1.156 -1.677 5.179 -0.2 0.0 -0.1
C 4.039 3.320 -2.543 -1.7 -1.1 -1.0
C -6.420 -4.752 -4.716 -0.9 -0.9 0.3
H -2.264 -5.713 -0.497 0.0 -0.1 -0.5
H -5.979 3.996 4.931 -0.4 0.2 -0.1
O -4.862 2.798 -0.926 0.0 -0.1 2.4
H 6.794 -2.880 2.228 0.1 -0.5 0.5
H -6.561 5.201 2.639 0.4 0.4 -0.3
H -4.348 6.228 5.089 0.2 0.5 0.7
C -7.513 -7.616 -5.071 -2.0 -1.0 0.6
C 3.425 -1.665 -1.120 -0.1 -0.7 -1.4
C -3.347 -2.530 5.069 -1.8 -0.5 -0.2
O -3.811 0.071 2.905 2.4 0.0 -0.5
H -7.363 -9.128 -2.948 -0.2 -0.2 -0.1
C -7.395 -6.657 -6.279 1.4 1.1 2.6
H -4.247 0.618 -5.839 -0.2 0.3 -0.1
C 4.754 5.604 2.877 1.5 0.4 -1.9
H 2.337 0.115 -4.767 -0.5 -0.5 -1.3
H 4.879 1.290 -5.001 -0.8 -0.1 -0.2
O -1.002 1.275 -0.323 1.0 0.5 -0.9
C -0.126 -0.273 -5.885 -1.4 -3.4 0.1
H 3.858 5.783 0.482 -0.7 -0.5 -0.5
H -2.735 5.512 5.180 0.1 -0.5 -1.0
P -5.279 -0.364 2.514 0.0 0.6 0.0
H -0.913 -0.987 4.371 0.0 0.2 0.0
C 1.581 1.410 8.204 0.1 -0.3 -0.8
C -4.885 -4.957 -4.710 -0.7 1.8 -0.1
C 4.398 3.603 0.319 0.7 1.3 1.2
C -0.406 5.020 -6.603 -2.0 0.6 -0.3
H 3.108 -1.252 1.650 -0.2 -0.4 -0.3
H 0.024 1.713 9.653 0.1 0.3 0.1
H 3.695 -4.133 -3.780 0.3 -0.1 -0.7
H -0.980 5.471 -1.246 1.2 0.2 -0.3
H 3.062 -0.901 8.721 0.3 -0.2 0.6
H -2.152 0.375 -8.051 0.6 0.6 0.0
H -5.065 1.874 -2.830 -0.5 -0.2 0.4
O 8.425 -3.993 0.137 1.1 1.6 0.6
C 4.075 -3.401 8.630 -1.3 0.4 -1.2
C 0.035 4.263 0.297 -0.2 -2.7 -1.1
H 4.331 4.643 3.172 -0.1 0.0 -0.3
H 1.760 -0.118 -3.264 -0.3 0.5 0.6
P -3.760 -0.911 -1.691 -3.0 -2.0 -3.6
H 2.219 2.253 -1.868 0.2 0.2 -0.2
H -2.271 -0.387 9.286 1.5 -0.2 0.5
C -6.486 -8.483 -3.010 -1.4 1.0 -0.4
H -2.266 -4.066 -2.833 -0.8 -0.2 0.7
H -3.700 -1.572 4.687 -0.3 0.1 -0.1
C -2.490 2.843 -8.274 -1.1 -1.4 -0.8
C 0.321 -4.504 0.813 -1.2 0.9 0.1
H 2.536 2.850 0.254 -0.3 0.0 0.5
H 1.017 4.683 2.769 -0.3 0.4 -0.2
H 3.980 -0.908 7.240 0.4 -0.7 -0.2
H -8.350 -6.646 -6.804 0.3 -0.6 -0.3
H 1.694 -2.332 4.148 0.4 -0.5 0.0
H 6.104 1.110 0.256 0.4 0.3 -0.8
C 1.813 7.612 -2.029 1.4 -0.3 0.2
H -0.230 9.938 -1.040 -0.9 -0.3 -0.4
H 2.359 1.306 8.960 0.2 0.2 0.0
H -4.750 -3.082 2.882 0.3 1.4 -1.0
H 0.169 2.521 1.398 0.1 -0.1 -0.6
H 3.716 -2.406 -0.376 0.1 -0.1 0.1
H 3.888 -3.040 9.642 0.8 -0.2 0.2
H -0.421 0.672 -6.341 0.4 0.8 1.0
C -2.086 0.472 8.642 -0.6 -0.7 -3.0
H 4.059 1.472 3.678 0.9 -0.5 0.2
H -3.685 -4.557 5.027 -0.2 -0.7 0.0
H 9.519 -3.114 1.756 -1.0 0.2 0.6
H 5.928 -6.223 -3.899 0.3 -0.1 -0.3
C -0.975 5.252 -0.178 0.4 1.9 0.9
N -0.321 3.397 1.514 1.5 3.1 -1.0
H 1.845 -5.303 -2.294 -0.2 -0.3 0.3
O -3.263 -0.272 -3.013 0.7 0.3 1.4
H -3.467 1.882 -2.236 -0.1 0.1 0.9
H 5.532 5.901 3.581 -0.1 -0.2 0.1
O 1.369 1.117 0.881 -0.8 -0.5 -0.6
H -5.078 2.878 3.912 -0.7 -0.6 0.0
H -6.620 4.969 0.151 0.7 0.7 0.4
Na -0.997 -0.357 -2.005 -0.5 -0.1 0.0
H -2.241 3.002 -7.224 0.6 0.1 -0.3
O -3.578 1.877 -8.326 0.3 0.2 0.2
H 1.200 -0.896 3.404 0.3 0.4 -0.3
C 0.237 3.922 2.785 -2.2 -2.3 0.3
O 0.215 -0.452 -4.487 0.7 1.3 -1.8
H -7.461 3.799 2.790 -0.3 -0.5 1.1
H -1.398 -2.193 -5.751 0.7 0.2 1.0
H 7.996 2.714 -0.244 0.1 0.8 -0.6
H -3.394 -6.933 0.045 -0.3 -0.2 0.6
O -2.707 -1.998 -1.335 1.6 -1.2 1.8
H 7.099 1.611 1.652 -0.1 0.4 0.0
H -0.181 4.194 -7.277 0.8 -0.6 0.6
O -6.168 -0.500 3.730 0.0 -0.7 -0.1
O 6.139 -4.315 -4.532 1.0 1.7 -1.0
H -0.902 3.717 -3.551 -0.6 0.3 -0.4
C 4.899 -5.024 -2.543 1.6 1.2 -0.2
H 2.608 -1.059 -0.728 -0.3 0.0 -0.1
H -4.236 3.420 -2.668 0.2 0.2 -0.8
H 7.008 -5.257 -2.873 0.3 0.1 0.0
H 0.542 -5.515 0.470 0.6 -0.1 0.1
H -3.565 6.160 1.148 0.5 -0.8 0.8
H -6.843 2.269 -0.958 0.1 -0.3 -0.1
H 8.858 -4.863 1.989 0.0 0.3 0.4
C -1.754 2.381 4.994 -0.2 -0.1 1.6
C 1.406 0.265 -4.221 0.3 0.1 1.7
N 0.496 6.344 -3.650 2.1 0.7 -0.3
C -1.026 4.196 3.630 1.3 1.4 0.1
C 4.742 5.147 0.432 -0.6 0.0 0.7
H 3.798 1.619 -1.306 -0.2 -0.6 -0.1
C 6.750 -0.483 1.483 -0.7 -0.9 -0.7
H 5.324 -3.262 1.364 -0.3 0.7 -0.4
H -3.424 -2.537 6.157 0.1 0.1 0.3
H 2.082 -4.392 2.109 -0.2 0.3 0.7
N -7.179 -5.184 -5.945 0.8 -1.0 -0.8
H 0.898 -1.190 7.193 0.1 0.2 0.9
H 1.481 2.460 7.926 0.1 0.1 0.1
C -3.209 0.648 -6.169 -0.4 -0.6 -1.8
H -1.612 -1.130 6.003 -0.4 0.1 -0.1
C 7.015 0.911 0.821 0.3 -2.5 1.2
H 6.912 -5.035 0.636 -1.2 -0.1 0.6
H -2.745 -0.331 -4.601 0.4 -1.2 0.9
In -3.081 2.154 1.226 0.2 -3.1 -0.5
H 5.092 3.525 -2.354 0.3 -0.9 0.2
N -4.123 -3.824 3.157 -2.2 -1.7 -1.2
H -1.890 -6.092 2.893 -0.2 1.5 0.4
```
Positions in Å, forces in eV/Å.

Values from the calculation:
LUMO level, eV: 1.34
Total charge: -2
Calculated total energy, eV: -199734.83265
Highest occupied orbital energy, eV: -2.133
Gap between HOMO and LUMO, eV: 3.5